Entry from the Open Molecules 2025 dataset: a cluster of 2 separate species, CH5NO in total in a non-equilibrium geometry (ωB97M-V/def2-TZVPD).

Computed properties:
Structure (SMILES): C=O.N
E_tot in eV: -4654.734
Total charge: 0
Relative energy (zero: lowest compared OMol25 entry of this formula, charge and spin) in kJ/mol: 62.6

Structure (XYZ):
```
8
Properties=species:S:1:pos:R:3:forces:R:3:nbo_charge:R:1
C -1.6456 1.4034 1.1715 -0.388 -0.452 0.976 0.29
O -1.0560 2.3111 0.6720 0.112 0.110 -0.412 -0.49
H -2.2031 0.6118 0.6367 0.156 0.199 -0.452 0.10
H -1.7010 1.2781 2.2763 0.126 0.138 -0.116 0.09
N 1.4872 -1.3856 -1.4081 -0.166 -0.105 0.039 -1.07
H 1.6802 -0.4644 -1.0369 0.159 0.024 -0.078 0.36
H 1.0783 -1.9194 -0.6507 0.026 -0.064 -0.040 0.35
H 2.3601 -1.8351 -1.6608 -0.026 0.149 0.083 0.36
```
Forces are in eV/Å.

=====

Entry from the Open Molecules 2025 dataset: a cluster of 2 separate species, CH5NO2 in total in a non-equilibrium geometry (ωB97M-V/def2-TZVPD).

Computed properties:
Structure (SMILES): NC=O.O
E_tot in eV: -6702.974
Total charge: 0
Relative energy (zero: lowest compared OMol25 entry of this formula, charge and spin) in kJ/mol: 71.2

Structure (XYZ):
```
9
Properties=species:S:1:pos:R:3:forces:R:3:nbo_charge:R:1
N 0.6227 1.2795 0.2130 3.706 -0.872 0.108 -0.84
C 1.4125 0.2151 0.6856 -2.705 -1.079 -1.299 0.52
O 0.8391 -0.7379 1.2330 1.907 1.523 -0.266 -0.62
H -0.3547 1.0976 0.3756 -0.202 0.478 -0.766 0.42
H 1.1274 1.7324 -0.5867 -1.840 -0.156 1.051 0.40
H 2.4763 0.2108 0.2623 -0.998 0.079 1.088 0.12
O -1.9920 -0.9226 -0.8980 -0.213 0.192 -0.352 -0.95
H -1.5675 -1.2327 -0.1008 0.287 -0.219 0.377 0.48
H -2.5638 -1.6422 -1.1841 0.058 0.054 0.059 0.47
```
Forces are in eV/Å.

=====

Entry from the Open Molecules 2025 dataset: the ion CH5NO2PS with charge -1 (ωB97M-V/def2-TZVPD).

Computed properties:
Structure (SMILES): CN=P(O)(O)[S-]
E_tot in eV: -26830.777
Total charge: -1
Relative energy (zero: lowest compared OMol25 entry of this formula, charge and spin) in kJ/mol: 35.4

Structure (XYZ):
```
11
Properties=species:S:1:pos:R:3:forces:R:3:nbo_charge:R:1
C 1.7855 -0.1363 0.1910 -0.019 0.241 0.050 -0.41
N 0.5085 0.4562 0.5207 -0.084 -0.297 -0.131 -1.17
P -0.7710 0.0350 -0.2853 0.085 0.197 0.002 1.98
O -1.8849 1.1508 0.1584 -0.048 0.244 -0.001 -1.03
O -1.5345 -1.2668 0.3688 -0.054 -0.074 0.112 -1.02
S -0.7267 -0.2062 -2.2504 0.023 -0.041 0.090 -0.83
H 1.9253 -1.1273 0.6440 0.020 -0.090 -0.018 0.15
H 2.5921 0.4927 0.5804 0.057 0.047 0.017 0.16
H 1.9477 -0.2362 -0.8904 0.017 -0.061 -0.047 0.18
H -1.3727 1.9071 0.4763 -0.031 -0.149 -0.002 0.50
H -2.4692 -1.0690 0.4864 0.034 -0.015 -0.072 0.49
```
Forces are in eV/Å.

=====

Entry from the Open Molecules 2025 dataset: an isolated molecule of CH5NO2S in a non-equilibrium geometry (ωB97M-V/def2-TZVPD).

Computed properties:
E_tot in eV: -17534.560
Total charge: 0
Relative energy (zero: lowest compared OMol25 entry of this formula, charge and spin) in kJ/mol: 422.9

Structure (XYZ):
```
10
Properties=species:S:1:pos:R:3:forces:R:3:nbo_charge:R:1
C -1.1555 0.5745 -0.5534 0.126 1.244 -0.587 -0.27
N 0.2324 -1.2683 0.9706 2.293 1.379 -3.542 -1.05
O 1.9165 0.6036 0.3519 -0.846 -0.398 2.035 -0.89
O 0.0917 0.3427 -1.3139 -0.193 -1.393 0.462 -0.69
S 1.2052 -0.5640 -0.5607 -2.716 0.022 5.116 1.42
H -0.8121 1.1670 0.3207 -0.813 -0.248 -0.443 0.19
H -1.6552 -0.3610 -0.1989 0.601 0.844 -0.656 0.24
H -1.7400 1.2108 -1.3022 0.584 -0.998 1.323 0.20
H 0.3669 -2.2865 0.9242 0.183 0.137 -0.307 0.33
H 1.5501 0.5810 1.3618 0.780 -0.590 -3.400 0.53
```
Forces are in eV/Å.

=====

Copy entry 3 word for word.
Entry from the Open Molecules 2025 dataset: the ion CH5NO2PS with charge -1 (ωB97M-V/def2-TZVPD).

Computed properties:
Structure (SMILES): CN=P(O)(O)[S-]
E_tot in eV: -26830.777
Total charge: -1
Relative energy (zero: lowest compared OMol25 entry of this formula, charge and spin) in kJ/mol: 35.4

Structure (XYZ):
```
11
Properties=species:S:1:pos:R:3:forces:R:3:nbo_charge:R:1
C 1.7855 -0.1363 0.1910 -0.019 0.241 0.050 -0.41
N 0.5085 0.4562 0.5207 -0.084 -0.297 -0.131 -1.17
P -0.7710 0.0350 -0.2853 0.085 0.197 0.002 1.98
O -1.8849 1.1508 0.1584 -0.048 0.244 -0.001 -1.03
O -1.5345 -1.2668 0.3688 -0.054 -0.074 0.112 -1.02
S -0.7267 -0.2062 -2.2504 0.023 -0.041 0.090 -0.83
H 1.9253 -1.1273 0.6440 0.020 -0.090 -0.018 0.15
H 2.5921 0.4927 0.5804 0.057 0.047 0.017 0.16
H 1.9477 -0.2362 -0.8904 0.017 -0.061 -0.047 0.18
H -1.3727 1.9071 0.4763 -0.031 -0.149 -0.002 0.50
H -2.4692 -1.0690 0.4864 0.034 -0.015 -0.072 0.49
```
Forces are in eV/Å.